Record 1
Computed, not measured: a gas-phase ion, C11H17N2O (charge +1) in a non-equilibrium geometry, with ωB97M-V with the def2-TZVPD basis set.

```
31
Properties=species:S:1:pos:R:3:forces:R:3:mulliken_charge:R:1
C -0.297 -0.509 2.352 1.2 0.9 -3.0 0.32
C -0.490 1.590 1.157 0.8 1.4 2.2 -0.56
C -0.318 -1.137 -2.189 1.2 -2.8 -0.5 -1.00
C -0.242 0.303 -2.508 1.0 2.9 0.2 -0.66
C -1.761 -0.173 -0.692 -1.2 0.7 -0.6 -1.02
C -0.693 -1.238 -0.688 0.0 -0.7 1.3 -0.05
C -0.826 0.987 -1.206 -2.3 0.2 -0.3 -0.30
C 0.405 -0.557 0.104 -0.5 -1.0 1.6 0.12
C 0.196 0.946 -0.046 -0.7 0.3 -0.5 1.84
C 1.730 -1.233 0.333 2.3 3.5 -1.0 -1.20
C 1.444 1.733 -0.370 1.8 0.5 -0.8 -1.81
N -0.589 0.787 2.368 -0.4 -1.5 0.4 -0.06
N -0.336 -1.302 3.395 -0.6 1.3 -0.5 -0.34
O -0.707 2.766 1.292 -0.2 -1.1 -0.9 -0.53
H -1.067 -1.649 -2.778 -0.8 0.1 0.2 0.44
H 0.557 -1.743 -2.526 -0.1 0.7 0.7 0.43
H 0.818 0.656 -2.675 -1.1 -0.3 0.0 0.31
H -0.814 0.579 -3.401 0.1 0.0 0.3 0.38
H -2.619 -0.507 -1.285 0.4 0.4 -0.6 0.40
H -2.272 0.114 0.213 0.3 -0.1 0.9 0.37
H -0.953 -2.260 -0.285 0.3 1.1 -0.7 0.48
H -1.344 2.036 -1.237 1.2 -2.0 -0.4 0.42
H 2.353 -1.513 -0.626 -1.5 0.5 1.6 0.34
H 1.611 -2.060 0.957 -0.1 -1.5 0.7 0.37
H 2.362 -0.416 0.899 -0.8 -1.9 -1.0 0.37
H 2.096 0.905 -0.767 0.1 1.6 0.0 0.50
H 1.908 2.210 0.497 0.1 -0.6 0.2 0.39
H 1.407 2.653 -1.075 -0.6 -2.0 0.7 0.26
H -0.827 1.217 3.273 0.0 0.5 -0.9 0.31
H 0.152 -2.169 3.300 -0.3 -0.6 0.5 0.25
H -0.884 -1.015 4.212 0.7 -0.6 0.0 0.24
```
Forces are in eV/Å.

Computed properties:
Orbital gap = 9.56 eV
ΔE to the lowest compared entry with this formula, charge and spin = 68.67 kcal per mole
Net charge = +1

***

Record 2
Computed, not measured: a molecular structure, C27H41CuN7OSTe in a non-equilibrium geometry, with ωB97M-V with the def2-TZVPD basis set.

```
79
Properties=species:S:1:pos:R:3:forces:R:3:mulliken_charge:R:1
Cu -11.503 11.363 10.243 -0.6 -0.6 0.6 -0.22
C -12.999 19.013 8.361 -0.8 -0.6 -1.2 -1.41
C -12.738 17.532 8.172 0.2 -0.9 0.9 0.47
C -13.668 16.467 8.272 0.5 0.6 -0.8 -1.11
C -13.294 15.124 8.243 1.0 -0.8 0.0 1.45
C -14.328 14.017 8.251 -1.2 0.5 0.6 -1.22
C -11.911 14.771 8.169 -0.6 0.6 0.2 -0.70
Te -11.279 12.671 8.278 0.3 1.5 -1.9 0.00
C -10.990 15.827 7.972 -0.4 -0.6 0.7 1.28
C -9.543 15.557 7.761 1.1 -0.3 -0.5 -1.36
C -11.406 17.163 8.050 -0.3 -0.9 -0.3 -0.90
H -14.081 19.253 8.317 0.7 0.0 -0.2 0.34
H -12.404 19.532 7.588 -0.6 0.1 0.3 0.35
H -12.626 19.328 9.311 0.2 0.2 0.7 0.32
H -14.718 16.677 8.210 -0.5 0.2 0.3 0.31
H -15.352 14.417 8.082 0.6 -0.1 0.0 0.39
H -14.405 13.472 9.208 0.3 0.3 -0.2 0.15
H -14.133 13.253 7.509 0.2 -0.1 -0.3 0.10
H -9.115 14.908 8.571 -0.3 0.6 -0.8 0.22
H -8.980 16.509 7.668 -0.2 -0.6 0.3 0.35
H -9.389 15.031 6.784 -0.1 0.2 0.8 0.27
H -10.629 17.907 8.020 0.1 0.4 -0.1 0.30
C -8.098 8.440 7.479 0.6 0.8 0.0 -0.86
N -9.121 7.437 7.473 -1.5 -0.7 1.1 -0.16
C -10.069 7.259 8.457 1.2 0.0 -1.7 0.26
S -10.234 8.271 9.776 0.0 0.8 0.6 -0.53
N -10.918 6.224 8.308 -0.4 -0.2 1.0 -0.01
C -10.516 4.927 7.785 0.1 0.0 -1.2 -1.04
H -7.124 7.997 7.257 -0.1 -0.1 0.2 0.31
H -8.079 8.934 8.452 0.1 -0.2 -0.2 0.28
H -8.270 9.208 6.716 -0.2 -0.1 0.1 0.30
H -9.205 6.907 6.616 -0.2 -0.1 0.3 0.21
H -11.642 6.193 9.043 0.8 0.0 -0.7 0.28
H -9.692 4.429 8.362 -0.8 0.5 -0.4 0.28
H -10.201 5.046 6.714 -0.2 -0.3 1.0 0.31
H -11.442 4.345 7.768 0.4 -0.3 0.0 0.38
N -11.024 9.298 12.809 0.0 0.3 -0.3 -0.01
C -10.413 10.433 13.621 0.5 -0.5 1.1 -0.57
C -9.561 11.337 12.739 0.5 0.2 0.9 -0.64
N -10.331 12.039 11.739 0.1 0.9 0.3 -0.31
H -11.257 8.495 13.399 -0.2 0.2 0.0 0.44
H -10.383 8.910 12.080 -0.4 0.4 0.2 0.08
H -11.881 9.652 12.316 0.7 -0.5 0.0 -0.04
H -9.781 9.988 14.439 -0.5 0.2 -1.0 0.36
H -11.248 10.918 14.157 0.3 0.0 -0.5 0.39
H -8.773 10.742 12.288 -0.1 -0.2 -0.3 0.39
H -9.006 12.087 13.330 -0.3 -0.6 0.4 0.38
H -9.682 12.431 11.058 0.0 0.1 -0.2 0.35
H -10.715 12.878 12.196 -0.2 -0.4 -0.5 0.27
C -15.041 12.914 4.448 0.5 1.0 0.1 -1.26
C -14.808 11.593 5.107 -0.3 -0.7 0.4 0.57
C -13.550 11.006 4.997 0.3 0.6 -0.6 -0.63
C -13.235 9.789 5.552 -0.8 -0.3 0.8 -0.69
C -14.230 9.084 6.272 1.0 0.3 -1.1 0.36
N -13.883 7.823 6.830 -0.7 -1.2 0.3 0.08
C -14.655 7.068 7.739 1.8 0.4 -0.4 -0.03
O -14.572 5.848 7.723 -0.5 0.6 0.2 -0.68
N -15.332 7.772 8.731 -0.6 -1.1 0.0 -0.03
C -14.933 9.001 9.310 0.8 -0.3 -0.3 0.29
C -15.907 9.878 9.815 0.4 -0.3 0.0 -0.63
C -15.475 10.903 10.656 0.9 -0.2 -0.2 -0.79
C -14.095 11.049 10.914 -1.8 -0.5 0.6 -0.12
N -13.210 10.248 10.320 1.0 0.4 0.2 0.80
C -13.547 9.274 9.472 -2.1 0.8 1.3 -0.20
C -15.512 9.597 6.306 0.1 0.3 0.6 -0.23
C -15.792 10.849 5.776 0.4 0.4 -0.1 -0.70
H -14.157 13.142 3.823 -0.5 -0.1 0.1 0.35
H -15.110 13.792 5.147 -0.2 -0.9 -0.4 0.19
H -15.922 12.880 3.805 0.0 0.2 0.1 0.38
H -12.802 11.563 4.414 -0.2 -0.4 0.4 0.21
H -12.223 9.428 5.467 0.1 -0.3 0.1 0.42
H -13.419 7.155 6.199 -0.3 0.7 0.4 0.30
H -15.806 7.095 9.353 0.3 0.8 -0.5 0.31
H -16.983 9.707 9.592 1.0 0.1 0.3 0.43
H -16.203 11.535 11.122 -0.1 0.4 0.2 0.53
H -13.749 11.723 11.735 -0.2 -0.4 -1.1 0.25
H -12.722 8.721 9.071 0.0 -0.4 -0.4 -0.02
H -16.256 9.058 6.870 -0.3 0.0 -0.2 0.62
H -16.785 11.246 5.932 -0.1 0.1 -0.2 0.43
```
Forces are in eV/Å.

Computed properties:
Orbital gap = 5.45 eV
ΔE to the lowest compared entry with this formula, charge and spin = 0.00 kcal per mole
Net charge = +1

***

Record 3
Computed, not measured: 3 unconnected molecules or ions with the total composition C23H50IN4O2P2S in a non-equilibrium geometry, with ωB97M-V with the def2-TZVPD basis set.

```
83
Properties=species:S:1:pos:R:3:forces:R:3:mulliken_charge:R:1
C -3.137 3.608 2.056 1.1 -0.3 -1.0 -0.70
C -2.776 2.427 0.945 0.8 -2.7 -1.8 0.48
C -2.006 1.062 1.461 -1.2 1.1 -4.4 -0.70
C -1.592 -0.115 0.357 -1.6 2.9 -1.0 -0.12
C -1.900 0.008 -1.247 -2.0 3.5 2.7 0.18
C -1.577 -1.055 -2.425 -3.5 0.6 1.6 -0.68
P 0.193 -1.130 -3.099 0.3 -0.4 -0.5 0.69
N 1.782 -1.319 -3.874 1.5 -0.1 -0.7 -1.06
C 1.004 -1.434 -1.388 1.6 -0.6 1.5 -0.96
C 0.565 -2.827 -0.645 0.9 0.6 1.7 -0.24
C 1.725 -3.993 -0.889 -1.4 -0.1 -1.2 -0.93
I 2.862 -4.203 1.019 -0.3 -0.1 -1.2 -0.07
O -0.066 -2.844 -3.398 0.1 -0.9 -0.8 -0.33
N -0.338 -2.945 -4.738 2.5 -3.0 -0.9 0.10
O 0.439 -3.746 -5.264 -2.4 1.9 1.2 -0.39
P 0.500 1.049 -3.005 0.3 2.1 -0.8 0.16
S -0.602 1.935 -4.399 -0.1 0.2 0.1 -0.50
C -2.720 1.399 -1.690 0.4 0.1 3.2 -0.33
C -3.153 2.588 -0.645 2.1 -3.5 1.4 -0.55
H -3.993 4.300 1.632 1.7 -1.5 1.0 0.13
H -3.365 3.175 3.125 0.2 0.7 -2.3 0.31
H -2.155 4.261 2.167 -2.1 -1.2 -0.2 0.23
H -1.780 0.989 2.612 -0.4 -0.1 -2.6 0.21
H -1.057 -1.068 0.770 -1.1 2.0 -0.9 0.14
H -1.985 -2.116 -2.058 1.1 2.3 -0.7 0.28
H -2.294 -0.780 -3.341 1.6 -0.4 2.0 0.36
H -0.358 -0.903 -4.443 0.2 0.5 0.9 0.33
H 2.499 -0.639 -3.551 -0.6 -1.2 -0.3 0.29
H 2.123 -2.305 -3.884 -0.1 1.4 0.1 0.19
H 0.960 -0.473 -0.680 -0.3 -2.2 -1.3 0.38
H 2.172 -1.562 -1.611 -2.6 0.3 0.7 0.40
H 0.607 -2.601 0.527 -0.3 -0.6 -2.5 0.37
H -0.524 -3.192 -0.858 2.2 0.6 0.0 0.08
H 1.259 -5.041 -1.135 1.0 2.0 0.7 0.43
H 2.460 -3.733 -1.768 -1.4 -0.4 2.0 0.24
H 0.309 1.613 -1.692 0.3 -0.2 -0.6 0.06
H 1.872 1.432 -3.375 -0.8 -0.5 0.9 0.06
H -3.014 1.546 -2.831 0.8 -0.4 2.7 0.22
H -3.725 3.559 -1.026 1.4 -2.4 0.9 0.20
C -6.532 9.365 5.597 -0.1 -0.1 0.0 -1.40
C -5.553 8.897 4.523 -0.1 -0.2 0.2 -0.33
N -5.519 7.443 4.344 0.2 -0.2 0.0 0.11
C -4.387 6.984 3.532 0.1 0.1 0.3 -0.57
C -4.343 7.418 2.069 0.1 -0.1 -0.2 -1.08
C -6.799 6.794 4.052 -0.1 0.1 0.4 -0.67
C -7.562 7.260 2.817 -0.3 -0.1 -0.3 -0.95
H -6.336 8.869 6.554 0.0 0.0 -0.2 0.32
H -6.428 10.444 5.749 0.0 -0.1 -0.1 0.43
H -7.572 9.175 5.312 0.1 0.0 0.1 0.29
H -4.557 9.239 4.833 0.0 -0.3 -0.2 0.43
H -5.785 9.413 3.585 0.0 0.2 -0.1 0.27
H -4.328 5.890 3.577 -0.2 0.1 0.1 0.30
H -3.463 7.332 4.015 -0.2 0.1 0.0 0.34
H -5.065 6.868 1.464 0.0 0.1 0.0 0.19
H -3.354 7.207 1.655 0.0 0.0 0.0 0.42
H -4.524 8.488 1.948 0.0 -0.1 0.0 0.36
H -7.454 6.921 4.923 0.2 0.1 0.0 0.36
H -6.652 5.708 3.987 0.3 0.2 0.0 0.33
H -7.591 8.348 2.724 0.0 0.0 0.0 0.24
H -8.600 6.912 2.875 0.1 0.0 0.0 0.37
H -7.141 6.842 1.901 0.0 0.2 0.0 0.27
C 4.667 -6.494 -2.462 0.0 -0.1 0.1 -1.28
C 6.181 -6.362 -2.310 -0.2 0.0 0.2 -0.42
N 6.649 -6.466 -0.926 0.4 0.1 0.2 0.19
C 8.047 -6.055 -0.754 -0.3 0.3 0.0 -0.70
C 9.121 -6.891 -1.446 0.2 -0.1 0.0 -0.96
C 6.261 -7.675 -0.197 -0.4 0.2 -0.1 -0.71
C 6.675 -9.020 -0.786 0.1 -0.4 0.1 -0.98
H 4.142 -5.770 -1.828 0.1 -0.1 0.0 0.18
H 4.379 -6.302 -3.501 0.1 0.0 0.1 0.48
H 4.317 -7.499 -2.208 0.0 0.1 0.0 0.30
H 6.452 -5.374 -2.704 0.2 -0.1 0.2 0.45
H 6.665 -7.103 -2.956 0.1 -0.1 -0.2 0.23
H 8.280 -5.998 0.317 -0.2 -0.1 -0.1 0.35
H 8.140 -5.021 -1.113 -0.2 -0.1 0.0 0.40
H 9.285 -7.840 -0.934 0.0 0.0 -0.1 0.21
H 10.071 -6.351 -1.428 0.0 0.0 0.0 0.40
H 8.881 -7.091 -2.493 0.0 0.0 0.1 0.27
H 5.169 -7.675 -0.089 0.1 0.1 -0.1 0.33
H 6.629 -7.614 0.835 0.1 0.2 -0.2 0.37
H 6.499 -9.081 -1.862 0.0 0.1 0.1 0.24
H 6.093 -9.820 -0.316 0.0 0.1 -0.1 0.37
H 7.727 -9.239 -0.590 -0.1 0.0 -0.1 0.27
```
Forces are in eV/Å.

Computed properties:
Orbital gap = 6.87 eV
Net charge = -1

***

Record 4
Computed, not measured: 5 unconnected molecules or ions with the total composition C37H31NO10S, with ωB97M-V with the def2-TZVPD basis set.

```
80
Properties=species:S:1:pos:R:3:forces:R:3:mulliken_charge:R:1
C 7.070 -1.032 3.807 -0.4 0.0 -0.4 -1.24
C 6.123 -1.820 2.874 0.4 0.8 0.2 -0.44
C 5.071 -0.894 2.230 -0.2 -0.5 -0.2 -0.51
C 3.633 -1.415 2.368 0.5 0.2 -0.3 -0.67
C 2.649 -0.453 1.672 0.0 -0.4 0.1 -0.73
C 1.265 -0.359 2.264 -0.2 0.0 -0.3 0.70
C 0.184 -0.635 1.411 0.2 -0.1 -0.2 -0.89
C -1.100 -0.547 1.878 -0.3 0.0 0.1 -0.09
C -1.361 -0.205 3.197 -0.2 -0.1 -0.1 0.22
C -0.333 0.087 4.059 -0.2 0.0 0.1 -0.59
C 0.978 0.019 3.582 0.2 -0.1 0.4 0.57
S 2.273 0.547 4.700 0.2 0.3 0.0 -0.19
C -2.845 -0.225 3.402 0.5 0.0 -0.2 -0.15
O -3.482 -0.173 4.421 0.0 0.2 0.0 -0.59
N -3.367 -0.387 2.122 -0.6 -0.3 0.0 0.02
C -2.412 -0.763 1.175 0.5 0.3 0.3 0.05
O -2.629 -1.165 0.068 -0.1 0.0 -0.1 -0.58
H 6.613 -0.864 4.782 0.1 0.0 0.1 0.28
H 8.038 -1.519 3.912 -0.1 -0.1 0.2 0.37
H 7.249 -0.052 3.361 0.1 0.0 0.1 0.34
H 6.756 -2.258 2.102 -0.2 -0.3 -0.1 0.34
H 5.619 -2.612 3.428 0.1 -0.2 -0.1 0.36
H 5.265 -0.828 1.155 0.1 0.2 0.0 0.13
H 5.136 0.123 2.622 0.0 0.0 0.2 0.42
H 3.392 -1.590 3.413 -0.1 0.0 0.1 0.37
H 3.618 -2.381 1.855 -0.3 -0.1 0.1 0.32
H 2.534 -0.817 0.651 0.0 0.2 -0.1 0.15
H 3.101 0.538 1.581 -0.1 0.1 0.2 0.49
H 0.371 -0.929 0.385 0.0 0.0 0.0 0.54
H -0.546 0.376 5.079 0.1 0.0 0.0 0.55
H 2.402 -0.547 5.469 -0.2 -0.1 -0.2 0.18
H -4.353 -0.537 1.969 0.0 0.0 0.0 0.26
C 2.749 1.919 -2.681 0.0 0.0 0.0 -0.54
C 1.786 2.425 -3.445 0.0 0.0 0.0 -0.23
C 0.732 1.561 -4.031 0.0 0.0 0.0 0.42
O -0.148 2.033 -4.721 0.0 0.0 0.0 -0.60
C 0.790 0.107 -3.738 0.0 0.0 0.2 -0.38
C 1.758 -0.399 -2.977 0.0 0.0 0.0 -0.30
C 2.810 0.464 -2.389 0.0 0.0 0.0 0.46
O 3.684 0.004 -1.683 0.0 0.0 0.0 -0.58
H 3.523 2.532 -2.238 0.0 0.0 0.0 0.48
H 1.722 3.482 -3.671 0.0 0.0 0.0 0.45
H 0.012 -0.505 -4.174 0.1 0.1 0.1 0.40
H 1.822 -1.456 -2.749 0.0 0.0 0.0 0.48
C -1.242 -1.417 -8.116 0.0 0.0 -0.1 -0.36
C -2.182 -1.846 -8.953 0.0 0.0 0.0 -0.35
C -3.221 -2.813 -8.515 0.0 0.0 0.0 0.34
O -4.077 -3.205 -9.276 0.0 0.0 0.0 -0.54
C -3.170 -3.280 -7.106 0.0 0.0 0.0 -0.41
C -2.229 -2.851 -6.270 0.0 0.0 0.0 -0.27
C -1.193 -1.887 -6.711 0.0 0.0 0.0 0.39
O -0.334 -1.492 -5.948 -0.1 -0.2 -0.2 -0.50
H -0.475 -0.713 -8.412 0.0 0.0 0.0 0.42
H -2.239 -1.517 -9.983 0.0 0.0 0.0 0.40
H -3.937 -3.983 -6.807 0.0 0.0 0.0 0.40
H -2.173 -3.178 -5.239 0.0 0.0 0.0 0.43
C -4.599 -2.573 6.028 -0.1 -0.1 0.1 -0.29
C -3.497 -2.598 6.773 0.0 0.0 0.0 -0.19
C -3.351 -3.549 7.902 0.0 0.0 0.0 0.23
O -2.347 -3.572 8.583 0.0 0.0 0.0 -0.54
C -4.481 -4.475 8.169 0.0 0.0 0.0 -0.38
C -5.583 -4.451 7.425 0.0 0.0 0.0 -0.40
C -5.728 -3.499 6.294 0.0 0.0 0.0 0.27
O -6.731 -3.481 5.614 0.0 0.0 0.0 -0.54
H -4.722 -1.885 5.206 0.0 0.1 0.0 0.53
H -2.665 -1.929 6.594 0.0 0.0 0.0 0.50
H -4.352 -5.160 8.997 0.0 0.0 0.0 0.40
H -6.419 -5.116 7.602 0.0 0.0 0.0 0.41
C 0.374 7.709 -2.998 0.0 0.0 0.0 -0.41
C -0.590 8.216 -3.760 0.0 0.0 0.0 -0.36
C -1.641 7.349 -4.354 0.0 0.0 0.0 0.37
O -2.516 7.813 -5.051 0.0 0.0 0.0 -0.54
C -1.575 5.895 -4.060 0.0 0.0 0.0 -0.39
C -0.612 5.390 -3.294 -0.1 0.0 0.0 -0.16
C 0.438 6.255 -2.705 0.0 0.0 0.0 0.34
O 1.320 5.789 -2.013 0.0 0.0 0.0 -0.55
H 1.152 8.320 -2.557 0.0 0.0 0.0 0.41
H -0.657 9.272 -3.988 0.0 0.0 0.0 0.41
H -2.348 5.280 -4.502 0.0 0.0 0.0 0.43
H -0.546 4.334 -3.069 0.0 0.0 0.0 0.45
```
Forces are in eV/Å.

Computed properties:
Orbital gap = 7.89 eV
Net charge = 0
SMILES = CCCCCc1cc2c(cc1S)C(=O)NC2=O.O=C1C=CC(=O)C=C1.O=C1C=CC(=O)C=C1.O=C1C=CC(=O)C=C1.O=C1C=CC(=O)C=C1

***

Calculated LUMO energy, -4.17, -3.02, 2.18, -1.73 eV (same order as the records).
Calculated HOMO level, -13.7, -8.5, -4.7, -9.6 eV (same order as the records).